(1)
Density functional theory data (wB97M-V/def2-TZVPD) for C23H13Br2Cl2CrF3NO4S4 as an isolated structure in a non-equilibrium geometry.

Orbital gap (alpha / beta)   5.7 / 5.7 eV
ΔE to the lowest compared entry with this formula, charge and spin   79.17 kJ/mol
Multiplicity   4
Calculated total energy   -10245.46703 a.u.
Charge   -2

Last column: Löwdin spin population.
Atoms and positions in Å:
Cr 0.18 0.08 0.02  3.016
Cl 0.37 -0.88 3.61  0.000
C 0.51 0.85 3.77  0.000
C 0.04 1.41 4.93  0.000
C 0.22 2.77 5.17  0.000
C 0.93 3.50 4.24  0.000
C 1.39 2.93 3.06  0.000
Cl 2.33 3.98 2.03  0.000
C 1.16 1.57 2.72  0.002
S -0.85 2.21 0.13  -0.050
H -0.47 0.79 5.66  0.000
H -0.14 3.23 6.08  0.000
H 1.14 4.55 4.41  0.000
C 3.32 -1.39 0.05  0.002
C 2.17 -2.34 0.09  0.014
C 2.38 -3.73 -0.02  -0.002
C 1.34 -4.62 0.03  0.012
C 0.04 -4.14 0.25  0.000
C -1.14 -4.91 0.37  0.010
Br -1.06 -6.81 0.16  0.001
C -2.36 -4.33 0.61  -0.002
C -2.46 -2.95 0.79  0.009
Br -4.15 -2.17 1.15  0.002
C -1.36 -2.10 0.68  0.000
O -1.36 -0.84 0.86  0.008
C -0.10 -2.74 0.36  0.004
N 0.94 -1.87 0.23  -0.003
H 4.25 -1.92 0.23  0.000
H 3.18 -0.60 0.79  0.000
H 3.37 -0.88 -0.91  0.001
H 3.39 -4.09 -0.15  0.000
H 1.52 -5.68 -0.09  0.001
H -3.25 -4.94 0.66  0.000
S -0.93 -0.49 -2.07  -0.055
C -1.99 0.75 -2.71  -0.003
C -2.03 0.85 -4.11  -0.004
C -2.91 1.69 -4.76  -0.001
C -3.78 2.50 -4.03  -0.001
C -3.71 2.47 -2.65  0.000
C -2.84 1.61 -1.98  -0.001
S -2.81 1.70 -0.21  -0.001
H -1.35 0.23 -4.68  -0.001
H -2.91 1.74 -5.85  0.000
H -4.48 3.16 -4.53  0.000
H -4.34 3.12 -2.05  0.000
F 2.96 3.87 -2.69  0.000
C 2.34 2.67 -2.53  0.000
F 1.09 2.82 -2.99  0.000
F 2.97 1.81 -3.36  0.000
S 2.34 2.04 -0.72  0.008
O 3.78 1.79 -0.56  0.002
O 1.53 0.99 1.61  0.005
O 1.60 0.75 -1.11  0.023

(2)
Density functional theory data (wB97M-V/def2-TZVPD) for a 17-piece molecular cluster, C23H13Cl64NO3 overall in a non-equilibrium geometry.

Orbital gap   9.7 eV
Multiplicity   1
Calculated total energy   -30616.76466 a.u.
Charge   0

Last column: Löwdin charge in e.
Atoms and positions in Å:
C 4.51 4.62 0.35  -0.024
C 5.00 4.25 -1.01  -0.437
O 4.47 2.97 -1.32  -0.042
C 6.48 4.12 -1.13  -0.098
C 7.25 5.41 -1.19  -0.262
C 7.29 6.25 0.04  -0.101
O 6.24 7.22 -0.14  0.032
C 5.77 7.16 -1.39  -0.505
O 4.72 7.61 -1.69  0.111
C 6.81 6.43 -2.20  -0.245
N 7.90 7.38 -2.46  0.093
H 3.44 4.62 0.35  0.059
H 4.82 3.90 1.07  0.090
H 4.84 5.59 0.68  0.071
H 4.61 4.93 -1.76  0.136
H 3.52 3.06 -1.30  0.007
H 6.82 3.60 -0.26  0.126
H 6.70 3.49 -1.96  0.124
H 8.25 5.11 -1.44  0.146
H 7.12 5.66 0.92  0.127
H 8.20 6.79 0.17  0.121
H 6.50 6.01 -3.13  0.158
H 7.78 8.24 -1.95  0.086
H 7.90 7.64 -3.43  0.078
C 0.09 2.24 -1.46  -2.015
Cl 1.13 3.59 -1.93  0.542
Cl -1.60 2.66 -1.73  0.499
Cl 0.50 0.81 -2.41  0.524
Cl 0.33 1.90 0.26  0.524
C 0.00 7.27 -0.52  -2.012
Cl -0.96 5.92 -1.12  0.493
Cl -0.44 8.76 -1.36  0.529
Cl -0.33 7.44 1.22  0.474
Cl 1.71 6.95 -0.78  0.552
C -5.50 1.18 -0.69  -2.029
Cl -5.79 2.08 0.79  0.486
Cl -7.02 0.44 -1.23  0.523
Cl -4.92 2.28 -1.94  0.522
Cl -4.29 -0.08 -0.41  0.514
C -5.22 -4.48 -1.16  -2.022
Cl -3.49 -4.52 -0.86  0.478
Cl -5.76 -2.80 -1.14  0.508
Cl -5.58 -5.21 -2.73  0.519
Cl -6.08 -5.40 0.10  0.510
C -1.92 8.28 5.04  -2.022
Cl -3.36 8.19 4.03  0.534
Cl -2.26 7.56 6.61  0.530
Cl -0.64 7.38 4.24  0.477
Cl -1.51 9.99 5.29  0.497
C -2.64 -8.54 -3.01  -2.032
Cl -3.40 -9.51 -4.27  0.542
Cl -1.63 -7.30 -3.75  0.513
Cl -3.89 -7.77 -2.03  0.490
Cl -1.65 -9.58 -1.98  0.496
C 3.09 10.18 4.36  -2.061
Cl 3.42 9.82 2.67  0.528
Cl 1.36 10.40 4.59  0.477
Cl 3.64 8.84 5.37  0.523
Cl 3.95 11.66 4.82  0.525
C -3.31 -12.35 0.52  -2.042
Cl -2.40 -13.31 -0.65  0.491
Cl -4.04 -10.98 -0.31  0.510
Cl -4.58 -13.36 1.23  0.509
Cl -2.23 -11.77 1.78  0.525
C -2.37 -5.79 3.28  -2.058
Cl -3.88 -5.72 2.37  0.487
Cl -2.69 -6.30 4.94  0.530
Cl -1.28 -6.95 2.51  0.510
Cl -1.62 -4.19 3.29  0.527
C -1.85 3.25 3.43  -2.041
Cl -2.26 3.91 5.01  0.527
Cl -3.27 2.45 2.74  0.505
Cl -1.33 4.55 2.37  0.483
Cl -0.55 2.07 3.59  0.516
C -2.61 -16.06 3.57  -2.056
Cl -4.08 -17.03 3.76  0.526
Cl -2.27 -15.88 1.85  0.486
Cl -2.86 -14.49 4.32  0.516
Cl -1.26 -16.88 4.35  0.528
C 2.51 11.37 -3.03  -2.061
Cl 3.08 13.04 -3.00  0.522
Cl 0.79 11.35 -3.44  0.506
Cl 3.40 10.46 -4.26  0.528
Cl 2.76 10.63 -1.46  0.520
C -3.09 -17.18 -2.21  -2.062
Cl -3.84 -18.14 -3.48  0.531
Cl -2.06 -15.94 -2.94  0.510
Cl -4.35 -16.40 -1.24  0.508
Cl -2.11 -18.22 -1.18  0.522
C -9.10 4.98 0.93  -2.064
Cl -10.45 4.40 1.91  0.528
Cl -8.50 3.66 -0.08  0.494
Cl -9.64 6.31 -0.09  0.528
Cl -7.80 5.54 1.98  0.520
C 1.92 -7.42 -0.98  -2.051
Cl 1.86 -8.16 -2.58  0.512
Cl 0.40 -6.59 -0.66  0.479
Cl 2.17 -8.68 0.23  0.530
Cl 3.25 -6.27 -0.92  0.529
C 0.65 -3.32 -3.23  -2.043
Cl -0.73 -3.90 -2.30  0.466
Cl 1.30 -4.64 -4.20  0.528
Cl 0.12 -2.01 -4.28  0.522
Cl 1.89 -2.72 -2.13  0.527

(3)
Density functional theory data (wB97M-V/def2-TZVPD) for C23H13Co2F3O8S as an isolated structure in a non-equilibrium geometry.

Orbital gap   5.1 eV
ΔE to the lowest compared entry with this formula, charge and spin   78.72 kJ/mol
Multiplicity   1
Calculated total energy   -4949.34032 a.u.
Charge   -2

Last column: natural (NBO) charge in e.
Atoms and positions in Å:
O 1.80 -4.91 -0.29  -0.549
C 1.84 -4.03 0.43  0.551
Co 1.92 -2.64 1.61  -0.018
C 3.35 -2.77 2.68  0.435
O 4.22 -2.81 3.41  -0.575
C 2.12 -1.07 0.72  0.538
O 2.26 -0.06 0.20  -0.506
C 0.43 -3.24 2.89  -0.553
C 0.47 -1.78 2.80  -0.365
C 1.31 -1.05 3.77  -0.097
C 1.37 0.33 3.81  -0.141
C 2.45 0.99 4.46  -0.179
C 2.54 2.36 4.45  -0.241
C 1.55 3.12 3.83  -0.210
C 0.50 2.50 3.19  -0.150
C 0.41 1.14 3.14  -0.162
Co -1.28 -2.61 2.02  -0.066
C -1.51 -4.10 0.97  0.524
O -1.65 -5.02 0.32  -0.573
C -1.40 -1.20 0.89  0.503
O -1.46 -0.31 0.18  -0.529
C -2.43 -2.48 3.41  0.467
O -3.13 -2.40 4.30  -0.575
H 0.24 -3.60 3.90  0.178
H 2.05 -1.61 4.31  0.188
H 3.24 0.41 4.90  0.196
H 3.39 2.85 4.88  0.192
H 1.63 4.20 3.83  0.208
H -0.25 3.10 2.70  0.250
H -0.37 0.68 2.58  0.236
F -4.35 3.87 2.29  -0.313
C -3.82 4.44 1.20  0.772
F -4.20 3.81 0.07  -0.298
F -4.08 5.75 1.13  -0.306
S -1.99 4.28 1.29  1.931
C -1.66 5.05 -0.29  -0.757
C -0.40 5.23 -0.79  -0.037
C -0.23 5.90 -2.03  -0.270
C 1.02 6.15 -2.52  -0.211
C 2.15 5.72 -1.83  -0.350
C 2.02 5.06 -0.62  -0.196
C 0.77 4.81 -0.10  -0.228
O -1.23 5.13 2.28  -0.935
O -1.41 2.88 1.21  -0.910
H -2.52 5.42 -0.82  0.198
H -1.11 6.22 -2.57  0.180
H 1.13 6.66 -3.47  0.181
H 3.13 5.92 -2.24  0.179
H 2.90 4.72 -0.10  0.191
H 0.68 4.29 0.83  0.204

(4)
Density functional theory data (wB97M-V/def2-TZVPD) for C23H13N4O6Ti as an isolated structure in a non-equilibrium geometry.

Orbital gap (alpha / beta)   4.3 / 6.4 eV
Multiplicity   3
Calculated total energy   -2404.38393 a.u.
Charge   -1

Last column: Löwdin spin population.
Atoms and positions in Å:
Ti 0.31 0.42 -0.27  0.881
O 3.71 1.30 -2.33  0.026
C 2.74 1.38 -1.59  0.011
O 1.57 0.70 -1.75  -0.006
C 2.79 2.03 -0.17  0.058
C 3.77 2.81 0.40  -0.007
C 3.65 3.08 1.78  0.068
C 2.52 2.52 2.55  -0.015
C 1.66 1.69 1.87  0.042
N 1.79 1.46 0.57  0.003
C 0.56 0.88 2.51  0.006
O 0.51 0.69 3.75  0.012
O -0.20 0.25 1.61  -0.003
H 4.54 3.26 -0.28  -0.001
H 4.25 3.65 2.41  0.005
H 2.28 2.75 3.54  -0.002
O -4.51 -4.68 -0.28  0.002
C -4.42 -3.52 -0.73  0.006
O -5.27 -3.03 -1.53  0.012
C -3.15 -2.61 -0.59  0.072
C -3.31 -1.25 -1.07  -0.029
C -2.22 -0.53 -1.31  0.054
N -0.98 -1.04 -1.05  0.097
C -0.78 -2.27 -0.55  0.096
C -1.90 -3.10 -0.34  -0.017
C 0.50 -2.47 0.05  0.028
C 0.71 -3.69 0.80  0.020
C 1.88 -3.79 1.54  0.016
C 2.86 -2.75 1.56  0.037
C 2.61 -1.69 0.74  0.008
N 1.46 -1.50 0.11  0.050
C -2.20 0.96 -1.53  0.122
C -3.22 1.71 -2.16  -0.004
C -3.20 3.12 -2.04  0.111
C -2.12 3.69 -1.31  0.032
C -1.02 2.92 -0.95  0.073
N -1.03 1.57 -1.15  0.125
H -4.30 -0.85 -1.18  -0.002
H -1.88 -4.14 0.07  -0.002
H 0.05 -4.58 0.52  0.000
H 2.07 -4.64 2.24  0.000
H 3.64 -2.63 2.26  0.003
H 3.40 -1.06 0.44  0.000
H -4.05 1.18 -2.63  -0.002
H -3.99 3.66 -2.50  0.008
H -2.05 4.70 -1.12  0.001
H -0.03 3.44 -0.90  0.005